A structure of composition C49H55GeN2OP2PdSi2. Source: OMol25; level of theory: ωB97M-V/def2-TZVPD.

The geometry in XYZ format:
```
113
C49H55GeN2OP2PdSi2 (ωB97M-V/def2-TZVPD)
Pd -0.4324 -0.5100 -0.8605
C 1.4275 2.3607 -4.4047
Si -0.1407 1.6325 -3.6948
C -1.4598 2.9456 -3.8700
C -0.5546 0.0465 -4.5846
N 0.0794 1.2278 -1.9885
P 1.3509 1.5547 -1.0504
C 0.9754 0.3165 0.1312
P 1.2753 -0.9964 1.2343
N 0.1570 -1.9920 0.5964
Si -0.1527 -3.6349 1.2152
C 1.3854 -4.6844 1.0435
C -0.6071 -3.6395 3.0309
C -1.4705 -4.4425 0.1645
C 2.9858 -1.4911 1.0920
C 3.9696 -0.9741 1.9371
C 5.3019 -1.2790 1.7057
C 5.6529 -2.0873 0.6337
C 4.6786 -2.5828 -0.2231
C 3.3476 -2.2775 -0.0031
C 0.9599 -0.4320 2.9029
C 1.3991 -1.1688 4.0033
C 1.0417 -0.7756 5.2831
C 0.2536 0.3526 5.4681
C -0.1794 1.0941 4.3765
C 0.1673 0.7011 3.0937
C 1.3939 3.1651 -0.2768
C 1.0257 4.2949 -1.0030
C 1.1335 5.5494 -0.4223
C 1.5872 5.6709 0.8838
C 1.9432 4.5437 1.6129
C 1.8553 3.2886 1.0321
C 2.9562 1.2372 -1.7618
C 3.9985 2.1560 -1.6753
C 5.2125 1.8721 -2.2842
C 5.3809 0.6808 -2.9731
C 4.3413 -0.2399 -3.0565
C 3.1284 0.0349 -2.4540
H 1.1931 2.7242 -5.4089
H 2.2380 1.6375 -4.4952
H 1.8025 3.2185 -3.8419
H -1.8019 3.0009 -4.9055
H -1.0439 3.9264 -3.6251
H -2.3333 2.7936 -3.2335
H -0.9855 0.2416 -5.5680
H -1.2629 -0.5625 -4.0209
H 0.3578 -0.5367 -4.7340
H 2.2297 -4.3217 1.6306
H 1.7161 -4.7904 0.0094
H 1.1454 -5.6863 1.4113
H 0.2574 -3.9329 3.6293
H -1.3949 -4.3715 3.2236
H -0.9542 -2.6760 3.3949
H -1.0253 -4.9369 -0.7026
H -2.2276 -3.7451 -0.1826
H -1.9906 -5.2100 0.7386
H 3.7013 -0.3404 2.7743
H 6.0653 -0.8894 2.3651
H 6.6934 -2.3298 0.4628
H 4.9608 -3.2064 -1.0609
H 2.5809 -2.6445 -0.6727
H 2.0137 -2.0517 3.8632
H 1.3802 -1.3470 6.1367
H -0.0175 0.6592 6.4696
H -0.7833 1.9806 4.5236
H -0.1671 1.2856 2.2428
H 0.6589 4.1976 -2.0179
H 0.8610 6.4312 -0.9870
H 1.6669 6.6502 1.3364
H 2.2983 4.6452 2.6296
H 2.1450 2.4095 1.5977
H 3.8641 3.0919 -1.1478
H 6.0232 2.5855 -2.2279
H 6.3269 0.4682 -3.4531
H 4.4800 -1.1655 -3.5993
H 2.3083 -0.6713 -2.5337
C -2.9967 4.2216 1.9331
C -3.7336 3.1994 2.5100
C -3.6093 1.9024 2.0345
C -2.7473 1.6244 0.9669
C -2.0263 2.6651 0.3773
C -2.1489 3.9559 0.8654
Ge -2.6766 -0.1868 0.3410
C -3.0003 -0.5002 -1.5403
C -3.4752 0.6209 -2.2425
C -4.0060 0.4825 -3.5116
C -4.0488 -0.7702 -4.1106
C -3.5571 -1.8820 -3.4446
C -3.0426 -1.7531 -2.1627
C -3.3407 -1.4626 1.5967
C -4.1971 -2.4809 1.1681
C -4.8170 -3.3038 2.0961
C -4.5938 -3.1097 3.4512
C -3.7507 -2.0967 3.8873
C -3.1233 -1.2755 2.9667
H -3.0937 5.2326 2.3067
H -4.4121 3.4100 3.3258
H -4.2037 1.1186 2.4843
H -1.3796 2.4651 -0.4671
H -1.5862 4.7573 0.4086
H -3.4616 1.5967 -1.7703
H -4.3902 1.3486 -4.0337
H -4.4712 -0.8796 -5.1007
H -3.5926 -2.8560 -3.9146
H -2.6867 -2.6355 -1.6522
H -4.4108 -2.6155 0.1154
H -5.4884 -4.0839 1.7625
H -5.0866 -3.7466 4.1740
H -3.5809 -1.9510 4.9460
H -2.4596 -0.4909 3.3158
O 0.3206 -2.5013 -2.5037
H 0.2791 -3.3330 -2.0167
H 0.2468 -2.7357 -3.4372
```

Results
* multiplicity: 2
* lowest unoccupied orbital energy (alpha / beta): -6.052 / -6.852 eV
* energy relative to the best compared isomer or geometry (same formula, charge and spin): 0.0 kcal/mol
* Kohn-Sham gap (alpha / beta): 7.6 / 6.9 eV
* charge: +2

---

A structure of composition C49H55HfN4O5PS2. Source: OMol25; level of theory: ωB97M-V/def2-TZVPD.

The geometry in XYZ format:
```
117
C49H55HfN4O5PS2 (ωB97M-V/def2-TZVPD)
Hf -0.5522 -0.0958 0.3599
C -2.6731 0.2140 3.6845
C -2.1679 -0.8420 2.6535
C -1.0144 -1.5735 2.8294
C -0.4325 -1.5162 4.2358
C -0.5876 -2.5738 1.9206
C 0.4947 -3.5355 2.1687
C -1.3879 -2.8394 0.7708
C -0.9048 -3.9357 -0.1146
C -2.6247 -2.0783 0.5877
C -3.6872 -2.5027 -0.4082
C -2.9960 -1.0830 1.5255
C -4.4188 -0.6536 1.5677
H -3.1634 1.0294 3.2699
H -1.8673 0.6318 4.2330
H -3.3310 -0.3474 4.3812
H -1.1696 -1.9132 4.8979
H -0.2188 -0.4399 4.5493
H 0.4301 -2.0981 4.3412
H 1.2082 -3.2817 2.9571
H 1.0161 -3.7219 1.2533
H 0.1407 -4.5668 2.5295
H -0.0411 -3.6065 -0.6878
H -1.6561 -4.3100 -0.7748
H -0.4658 -4.8777 0.3880
H -4.5446 -2.8553 0.1325
H -3.3557 -3.2456 -1.1139
H -4.0860 -1.6780 -0.9639
H -4.9034 -1.3961 2.1905
H -4.9411 -0.6330 0.6163
H -4.5847 0.3662 1.9973
C 3.4743 -3.5442 -3.3622
O 2.5265 -2.5531 -3.7198
C 3.0324 -1.4200 -4.2800
C 4.3501 -1.2148 -4.6353
C 4.7209 0.0555 -5.0851
C 3.7600 1.0266 -5.3333
C 2.4380 0.7860 -5.0139
C 2.1127 -0.4336 -4.4344
N 0.8782 -0.5734 -3.7238
C 0.8757 -0.6298 -2.3688
N 2.0159 -0.1090 -1.7365
C 2.4341 -0.4913 -0.4167
C 1.6059 -0.7252 0.6997
C 2.1939 -1.0152 1.8720
C 3.6005 -1.1501 2.0013
C 4.3974 -0.9222 0.8771
C 3.8681 -0.6678 -0.3774
O 4.5678 -0.4675 -1.5327
C 6.0194 -0.5216 -1.4223
N -0.1909 -1.0070 -1.6978
C -1.2517 -1.6457 -2.4094
C -0.9033 -2.8926 -3.0223
C -1.7964 -3.5296 -3.9076
C -3.0334 -2.8657 -4.1605
C -3.2634 -1.5801 -3.6393
C -2.3652 -0.9670 -2.8193
O -2.6467 0.2268 -2.2560
C -3.9972 0.7802 -2.4256
H 4.2505 -3.0238 -2.8453
H 3.8944 -3.9450 -4.3073
H 2.9941 -4.2167 -2.6771
H 5.1251 -1.9180 -4.4995
H 5.7999 0.3392 -5.2023
H 4.0932 1.9735 -5.7620
H 1.7038 1.5810 -4.9849
H -0.0004 -0.8255 -4.1243
H 2.7867 0.2378 -2.3914
H 1.6780 -1.1022 2.7938
H 4.1525 -1.3918 2.9032
H 5.4571 -1.0301 1.0158
H 6.4556 0.0736 -2.2331
H 6.4169 -1.5128 -1.5641
H 6.3907 -0.0430 -0.5335
H 0.0276 -3.3716 -2.7742
H -1.6016 -4.4852 -4.2856
H -3.8068 -3.3305 -4.7841
H -4.2201 -1.1752 -3.9482
H -3.8832 1.8168 -2.0870
H -4.7110 0.2977 -1.7573
H -4.2111 0.7326 -3.4896
O -3.6324 2.8526 2.0953
S -3.6300 2.5361 0.6938
O -4.7660 1.7682 0.2318
N -2.0634 1.8558 0.3461
C -1.4534 2.6209 -0.5803
S 0.0719 2.1887 -1.0142
C -2.1424 3.8849 -0.8182
C -1.6107 5.0038 -1.4282
C -2.4020 6.1853 -1.4612
C -3.6438 6.2844 -0.7972
C -4.1519 5.1391 -0.1680
C -3.3619 4.0191 -0.2251
H -0.6375 4.9593 -1.8653
H -1.9520 6.9902 -2.0707
H -4.2711 7.1579 -0.7928
H -5.0631 5.1106 0.3957
C -0.1023 3.7415 1.9798
P 0.6609 2.0801 2.2166
C 2.3785 2.3669 1.5731
C 1.0605 1.7797 4.0140
C 2.2088 1.1096 4.4385
C 2.4230 0.8356 5.7716
C 1.4171 1.1962 6.7220
C 0.3304 1.8147 6.2767
C 0.1462 2.2014 4.9572
H 0.3423 4.3617 2.7318
H -1.1511 3.7507 2.0270
H 0.2425 4.0866 1.0273
H 3.0068 2.5802 2.4369
H 2.3787 3.1674 0.8357
H 2.7587 1.5345 0.9977
H 2.9854 0.8811 3.7556
H 3.3751 0.4213 6.1054
H 1.6794 0.9807 7.7844
H -0.4050 2.1930 6.9939
H -0.7561 2.6902 4.7038
```

Results
* lowest unoccupied orbital energy: -5.569 eV
* energy relative to the best compared isomer or geometry (same formula, charge and spin): 18.1 kcal/mol
* Kohn-Sham gap: 7.3 eV
* charge: +2

---

A structure of composition C49H57AsBr4CrN4O3PS. Source: OMol25; level of theory: ωB97M-V/def2-TZVPD.

The geometry in XYZ format:
```
121
C49H57AsBr4CrN4O3PS (ωB97M-V/def2-TZVPD)
Cr -0.6429 0.1408 1.1400
Br -3.3551 -3.6100 6.3502
C -2.4419 -2.2779 5.3779
C -1.8789 -1.1839 6.0263
Br -2.0404 -0.9849 7.8953
C -1.1898 -0.2161 5.2841
Br -0.4444 1.3240 6.0910
C -1.0625 -0.3321 3.9076
O -0.4073 0.5005 3.1217
C -1.6921 -1.4059 3.2470
O -1.6113 -1.3854 1.9410
C -2.3443 -2.3828 3.9862
Br -3.0587 -3.8355 3.0131
C -3.7829 1.8847 2.4901
P -2.9859 0.9951 1.1008
C -4.1341 -0.4237 0.9854
C -3.5081 2.0711 -0.2751
H -4.8630 1.7620 2.3897
H -3.5268 2.9402 2.4557
H -3.4612 1.4812 3.4503
H -5.0753 -0.1049 0.5336
H -4.3228 -0.7954 1.9933
H -3.7006 -1.2417 0.4174
H -4.5493 2.3690 -0.1381
H -3.4061 1.5589 -1.2284
H -2.8789 2.9633 -0.3007
N -1.0320 3.0484 2.8893
C -0.4031 3.3427 1.7311
C -0.2894 4.6985 1.3481
C 0.4456 5.0393 0.2500
C 1.0874 4.0215 -0.4567
C 0.8580 2.7295 -0.0635
N 0.0677 2.3408 0.9570
H -1.1142 3.8078 3.5451
H -0.8143 2.1332 3.2865
H -0.7687 5.4475 1.9642
H 0.5434 6.0756 -0.0467
H 1.7476 4.2245 -1.2871
H 1.3473 1.9351 -0.5865
C 4.0218 -2.2992 6.5453
C 3.8444 -1.2884 5.4443
C 4.4951 -1.4450 4.2208
C 4.3123 -0.5329 3.1939
C 3.5062 0.5776 3.4057
C 2.8661 0.7635 4.6155
C 3.0331 -0.1738 5.6254
S 3.1727 1.7655 2.0998
C 4.9058 2.2139 1.8604
O 2.5276 2.9368 2.7514
H 4.3132 -3.2701 6.1451
H 3.1012 -2.4233 7.1144
H 4.8003 -1.9804 7.2410
H 5.1409 -2.3028 4.0675
H 4.7990 -0.6885 2.2382
H 2.2342 1.6309 4.7436
H 2.5139 -0.0382 6.5668
H 5.3417 2.4667 2.8241
H 4.9138 3.0785 1.1988
H 5.4345 1.3847 1.3939
C 2.8616 -3.9231 1.2281
C 1.8496 -3.3117 2.1983
C 1.4411 -1.9775 1.7832
N 1.0256 -0.9680 1.4331
H 3.0610 -4.9542 1.5136
H 3.7989 -3.3690 1.2491
H 2.4706 -3.9140 0.2111
H 2.2475 -3.2455 3.2104
H 0.9351 -3.9091 2.2335
C -5.6914 2.2463 -5.1133
C -4.4336 1.7696 -4.4398
C -3.2837 2.5417 -4.4211
C -2.1270 2.1152 -3.7782
C -0.9331 3.0421 -3.7967
C -2.0953 0.8595 -3.1440
As -0.4484 0.6599 -2.0596
N -0.6536 -0.6534 -0.7447
C -0.4998 -2.0312 -1.0666
C -0.5710 -3.0442 -0.0972
C -0.3984 -4.3827 -0.4198
C -0.1592 -4.7872 -1.7228
C -0.1399 -3.8108 -2.7064
C -0.3138 -2.4758 -2.3849
C 0.9607 0.0325 -3.3765
C 0.7865 -0.1594 -4.7638
C -0.5288 -0.2402 -5.5026
C 1.9004 -0.3693 -5.5777
C 3.1863 -0.4621 -5.0845
C 4.3630 -0.7228 -5.9842
C 3.3412 -0.3479 -3.7141
C 2.2709 -0.0996 -2.8650
C 2.6296 -0.0383 -1.4010
C -3.2514 0.0630 -3.1621
C -3.3319 -1.2972 -2.5285
C -4.3903 0.5356 -3.8069
H -5.5315 3.1978 -5.6179
H -6.4938 2.3791 -4.3855
H -6.0372 1.5217 -5.8516
H -3.2832 3.5070 -4.9155
H -1.1096 3.8685 -4.4840
H -0.0205 2.5316 -4.1128
H -0.7428 3.4576 -2.8035
H -0.8220 -2.7885 0.9156
H -0.4677 -5.1204 0.3719
H -0.0237 -5.8316 -1.9698
H -0.0108 -4.0842 -3.7468
H -0.3308 -1.7680 -3.1938
H -1.3611 -0.5138 -4.8692
H -0.4440 -0.9911 -6.2891
H -0.7790 0.7102 -5.9799
H 1.7354 -0.4973 -6.6424
H 4.0440 -0.8587 -7.0166
H 4.8978 -1.6214 -5.6731
H 5.0699 0.1080 -5.9534
H 4.3302 -0.4592 -3.2800
H 3.3607 -0.8170 -1.1748
H 1.7815 -0.1979 -0.7418
H 3.0989 0.9165 -1.1547
H -2.9893 -1.2770 -1.4970
H -2.7054 -2.0185 -3.0530
H -4.3570 -1.6651 -2.5503
H -5.2767 -0.0898 -3.8113
```

Results
* multiplicity: 2
* lowest unoccupied orbital energy (alpha / beta): -0.675 / 0.007 eV
* Kohn-Sham gap (alpha / beta): 6.5 / 7.2 eV
* charge: 0

---

A structure of composition C49H57AsCsIN9O5S2. Source: OMol25; level of theory: ωB97M-V/def2-TZVPD.

The geometry in XYZ format:
```
125
C49H57AsCsIN9O5S2 (ωB97M-V/def2-TZVPD)
Cs 0.1327 0.1635 0.1135
C -2.5601 5.6129 -1.3266
N -3.0818 4.3094 -0.9483
C -3.7198 4.3137 0.3494
C -2.3207 3.1674 -1.2567
N -1.9930 2.2451 -0.4541
N -1.9663 3.1485 -2.6044
C -1.2166 2.1625 -3.2687
N -1.0943 2.4894 -4.6256
N -0.7777 1.1342 -2.6905
H -3.3816 6.2984 -1.5491
H -1.9237 5.5304 -2.2028
H -1.9583 6.0483 -0.5174
H -4.4772 5.0988 0.3618
H -3.0129 4.5052 1.1690
H -4.2119 3.3594 0.5292
H -2.2210 2.4401 0.5153
H -2.6190 3.6292 -3.2026
H -0.9090 3.4715 -4.7763
H -0.4001 1.9164 -5.0852
H -0.2252 0.5227 -3.2893
C -5.6797 -4.2632 5.9146
O -4.9798 -3.1991 5.3176
C -5.2731 -1.9292 5.7363
C -6.2149 -1.6176 6.6940
C -6.4467 -0.2840 7.0435
C -5.7381 0.7129 6.4088
C -4.7947 0.4052 5.4310
C -4.5266 -0.9157 5.0847
N -3.6240 -1.3188 4.1307
C -2.5831 -0.5740 3.5160
N -1.9704 0.2822 4.3755
C -0.7962 1.0784 4.2188
C -0.0363 1.0915 3.0523
C 1.1027 1.9068 3.1272
C 1.4827 2.6425 4.2515
C 0.6895 2.5880 5.3909
C -0.4478 1.7985 5.3664
O -1.2756 1.7178 6.4996
C -0.6607 1.0488 7.5847
N -2.2725 -0.7452 2.2916
C -2.8961 -1.7094 1.4965
C -3.5756 -1.3406 0.3405
C -4.0605 -2.2899 -0.5484
C -3.8347 -3.6340 -0.3122
C -3.1305 -4.0305 0.8189
C -2.6745 -3.0812 1.7205
O -1.9636 -3.3889 2.8509
C -1.2470 -4.6106 2.8434
H -5.2928 -5.1725 5.4612
H -6.7548 -4.1901 5.7215
H -5.5089 -4.2946 6.9954
H -6.7735 -2.4053 7.1800
H -7.1811 -0.0466 7.8020
H -5.9111 1.7517 6.6594
H -4.2618 1.2008 4.9296
H -3.6617 -2.2866 3.8527
H -2.3294 0.2793 5.3156
H 1.7368 1.9992 2.2399
H 2.3859 3.2485 4.2506
H 0.9378 3.1445 6.2879
H 0.2136 1.5959 7.9490
H -0.3442 0.0421 7.2909
H -1.4018 0.9813 8.3817
H -3.6930 -0.2862 0.1242
H -4.5719 -1.9586 -1.4410
H -4.1677 -4.3791 -1.0238
H -2.9182 -5.0782 0.9818
H -0.6230 -4.5963 3.7342
H -0.6107 -4.6714 1.9555
H -1.9193 -5.4742 2.8892
O -3.7412 0.3736 -2.4634
H -3.4369 -0.4295 -2.9092
H -2.9213 0.6617 -2.0297
O 3.5275 -0.3279 3.1334
H 3.2188 -0.9942 2.5066
H 2.7695 0.2645 3.2415
S 1.7532 -3.2849 -0.0546
C 1.2884 -2.9258 -1.7004
S 3.4288 5.2348 0.0342
C 3.1537 4.4667 -1.4677
C 2.2248 3.4858 -1.3189
N 1.7259 3.3396 -0.0455
C 2.2806 4.1904 0.7616
H 3.6874 4.7210 -2.3671
H 1.8923 2.8222 -2.1069
H 2.0421 4.2389 1.8145
I -1.3481 -2.3986 -3.5560
C -0.1705 -3.1802 -1.7023
H -0.4436 -4.2313 -1.7885
H -0.7189 -2.7363 -0.8681
C 3.0178 -3.7961 -6.7551
C 2.2472 -4.3245 -5.7303
C 2.0207 -3.5910 -4.5736
C 2.5383 -2.3044 -4.4099
C 3.3314 -1.7993 -5.4384
C 3.5648 -2.5312 -6.5969
As 2.1327 -1.3197 -2.7104
C 3.8236 -1.5773 -1.7674
C 4.1270 -0.7046 -0.7265
C 5.2736 -0.8677 0.0374
C 6.1455 -1.9105 -0.2495
C 5.8601 -2.7741 -1.2968
C 4.7044 -2.6105 -2.0495
C 3.1773 0.6760 -3.7245
C 4.3415 1.4004 -3.4418
C 4.6179 2.6454 -4.0053
C 3.7163 3.2337 -4.8840
C 2.5421 2.5512 -5.1911
C 2.3004 1.3095 -4.6144
H 3.2011 -4.3686 -7.6580
H 1.8190 -5.3168 -5.8220
H 1.4510 -4.0230 -3.7608
H 3.7886 -0.8261 -5.3350
H 4.1892 -2.1051 -7.3750
H 3.4542 0.1179 -0.4991
H 5.4652 -0.1964 0.8657
H 7.0383 -2.0542 0.3485
H 6.5330 -3.5951 -1.5204
H 4.4751 -3.3104 -2.8444
H 5.0786 0.9769 -2.7593
H 5.5439 3.1601 -3.7585
H 3.9260 4.1998 -5.3319
H 1.8331 2.9877 -5.8926
H 1.3890 0.7719 -4.9029
```

Results
* multiplicity: 2
* lowest unoccupied orbital energy (alpha / beta): 3.344 / 3.342 eV
* energy relative to the best compared isomer or geometry (same formula, charge and spin): 10.2 kcal/mol
* Kohn-Sham gap (alpha / beta): 3.3 / 4.2 eV
* charge: -2